# C39H49F4InN6O2

A molecular structure, C39H49F4InN6O2 (ωB97M-V with the def2-TZVPD basis set, OMol25).

Results
Frontier orbital gap ... 4.5 eV
E_tot ... -70314.1930 eV
Max |F| ... 0.983 eV/A
Energy relative to the best compared isomer or geometry (same formula, charge and spin) ... 11.4 kcal per mole
LUMO ... -1.02 eV

Geometry (Å):
In -1.712 -0.921 0.170
C 1.234 -7.855 -2.341
C 1.104 -6.501 -1.698
C 1.780 -5.413 -2.162
C 1.634 -4.131 -1.572
C 2.324 -3.047 -2.119
N 2.252 -1.826 -1.647
C 2.854 -0.652 -2.242
C 3.944 -0.061 -1.336
C 4.101 1.460 -1.482
N 2.847 2.177 -1.223
C 1.998 1.841 -0.246
C 2.336 1.292 0.983
C 3.549 1.530 1.679
C 3.763 0.998 2.914
C 5.010 1.287 3.705
C 2.767 0.153 3.469
C 1.585 -0.157 2.845
C 0.701 -1.102 3.523
N -0.431 -1.520 3.144
C -1.083 -2.478 4.032
C -2.456 -2.901 3.516
C -2.418 -4.184 2.687
N -1.537 -4.061 1.547
C -0.869 -5.067 1.179
C 0.040 -5.107 0.026
C 0.265 -6.321 -0.574
C 0.733 -3.924 -0.450
O 0.604 -2.786 0.070
C 1.307 0.427 1.543
O 0.312 0.193 0.840
H 2.113 -7.898 -2.982
H 0.360 -8.075 -2.958
H 1.313 -8.642 -1.591
H 2.452 -5.510 -3.009
H 2.953 -3.203 -2.992
H 1.636 -1.746 -0.818
H 2.058 0.082 -2.386
H 3.258 -0.908 -3.223
H 4.903 -0.537 -1.542
H 3.681 -0.284 -0.304
H 4.416 1.710 -2.495
H 4.885 1.791 -0.803
H 2.426 2.619 -2.024
H 0.933 1.933 -0.469
H 4.268 2.224 1.260
H 5.789 1.718 3.079
H 5.398 0.372 4.154
H 4.802 1.988 4.517
H 2.964 -0.275 4.448
H 1.128 -1.479 4.468
H -1.194 -2.028 5.025
H -0.448 -3.365 4.156
H -2.851 -2.092 2.900
H -3.138 -3.065 4.352
H -3.431 -4.368 2.309
H -2.144 -5.045 3.318
H -0.972 -6.030 1.707
H -0.257 -7.190 -0.183
C -2.977 -0.292 -3.331
N -1.659 -0.492 -2.756
C -1.182 -1.833 -3.035
C -0.686 0.497 -3.202
C -0.929 1.949 -2.769
N -1.106 2.110 -1.343
C -1.706 3.211 -0.978
C -3.679 3.113 0.341
F -4.158 1.966 0.938
C -4.563 3.892 -0.310
F -5.886 3.610 -0.149
C -4.274 4.991 -1.141
C -3.080 5.148 -1.810
F -3.013 6.223 -2.634
C -1.990 4.299 -1.848
F -1.037 4.568 -2.814
H -2.989 -0.459 -4.420
H -3.325 0.719 -3.126
H -3.677 -0.984 -2.859
H -1.047 -2.023 -4.114
H -1.901 -2.559 -2.648
H -0.234 -1.997 -2.518
H -0.609 0.480 -4.305
H 0.277 0.192 -2.774
H -1.790 2.371 -3.309
H -0.059 2.525 -3.111
H -5.065 5.696 -1.354
C -1.034 5.631 0.667
C -1.708 4.468 1.402
C -2.863 5.011 2.247
C -0.660 3.866 2.349
C -2.206 3.299 0.467
H -0.549 6.283 1.399
H -1.749 6.225 0.105
H -0.266 5.269 -0.019
H -2.481 5.712 2.994
H -3.378 4.204 2.773
H -3.586 5.534 1.623
H -0.329 4.612 3.077
H 0.213 3.529 1.785
H -1.068 3.010 2.893
H -1.833 2.384 0.923

Mulliken atomic charge list, values in e, 4 entries: 1.078 -1.694 0.346 -0.728